[1]
Computed, not measured: 2 unconnected molecules or ions with the total composition C11H15N in a non-equilibrium geometry, with the ωB97M-V functional and the def2-TZVPD basis.

XYZ file:
```
27
C11H15N (the ωB97M-V functional and the def2-TZVPD basis)
C 2.7390 -1.6966 2.3696
C 1.6511 -2.7447 2.6199
H 2.6426 -1.2098 1.5540
H 2.9063 -1.0553 3.2623
H 3.7562 -2.1841 2.1566
H 0.7869 -2.3114 3.1333
H 1.3722 -3.3419 1.7653
H 1.8915 -3.4654 3.3823
C -1.4894 -0.7937 -3.0910
C 0.1898 0.8449 -0.2894
C -0.9952 0.5215 -0.7839
C -0.6578 -0.3585 -1.9766
C 0.7160 -0.2409 -2.1805
C 0.3263 1.4433 0.9636
C -0.8113 1.8304 1.6290
C -2.0823 1.5144 1.1205
C -2.1626 0.7708 -0.0954
N 1.2997 0.5402 -1.1477
H 1.3333 1.5596 1.2763
H -0.4485 2.5146 2.4262
H 2.1400 0.2728 -0.9207
H -2.9822 1.4962 1.6467
H 1.2433 -0.8189 -2.7696
H -3.2058 0.6001 -0.5351
H -0.8757 -0.4940 -3.9507
H -2.4353 -0.1144 -3.0344
H -1.7638 -1.7749 -3.0734
```

Properties
LUMO level	0.888	eV
total charge	0
strongest force on any atom	8.0	eV/Å
highest occupied orbital energy	-0.289	Eh
electronic energy	-482.798580	Ha
relative energy (zero: lowest compared OMol25 entry of this formula, charge and spin)	73.2	kcal per mole



[2]
Computed, not measured: a single C29H29BrF6N2O2 molecule in a non-equilibrium geometry, with the ωB97M-V functional and the def2-TZVPD basis.

XYZ file:
```
69
C29H29BrF6N2O2 (the ωB97M-V functional and the def2-TZVPD basis)
C -0.2890 -0.8165 -5.4204
C -1.1739 0.0096 -4.5353
O -0.3684 0.5963 -3.4657
C -1.0972 1.3076 -2.5843
C -0.3013 1.7146 -1.3433
C -0.5475 3.1535 -1.0651
C -1.8841 3.6961 -1.0610
C -2.2053 4.8377 -0.3172
C -1.1816 5.5933 0.2667
Br -1.6456 6.9945 1.4460
C 0.1679 5.2339 0.0820
C 0.4852 4.0627 -0.6245
O -2.3324 1.5502 -2.8420
H -0.9182 -1.3065 -6.1858
H 0.4369 -0.2013 -5.9667
H 0.2367 -1.6043 -4.8591
H -1.6562 0.8043 -5.1380
H -1.9782 -0.6121 -4.0911
H 0.7766 1.5547 -1.5571
H -2.6588 3.1718 -1.6299
H -3.2496 5.1159 -0.1834
H 0.9453 5.8503 0.5276
H 1.5470 3.8570 -0.8201
C 0.1460 -5.9981 -1.4223
N -0.2750 -4.8369 -2.1564
C -0.4283 -5.0122 -3.6137
C 0.8825 -4.6597 -4.2290
F 0.9285 -4.6706 -5.5829
F 1.2578 -3.3994 -3.8357
F 1.8510 -5.4904 -3.7335
C -0.4526 -3.6185 -1.5777
C -1.4188 -2.6990 -2.0621
C -1.4977 -1.4370 -1.5093
C -0.5654 -0.9545 -0.5445
C -0.6615 0.4324 -0.0889
C -0.3077 0.7029 1.3129
C -0.3863 2.0417 1.7501
C 0.3018 2.4606 2.8713
C 0.7647 1.5193 3.8252
N 1.4990 1.9243 4.9188
C 2.3350 3.1101 4.8856
C 1.1754 1.4687 6.2719
C 1.9463 0.2616 6.7442
F 2.1849 0.2686 8.0956
F 1.2497 -0.9062 6.4944
F 3.1568 0.1392 6.1020
C 0.5106 0.1500 3.5519
C -0.0329 -0.2350 2.3550
C 0.3535 -1.9262 -0.0445
C 0.3605 -3.2404 -0.4773
H -0.3602 -6.0054 -0.4400
H -0.1451 -6.8832 -2.0072
H 1.2233 -6.0147 -1.2512
H -0.6202 -6.0928 -3.7714
H -1.2211 -4.3588 -4.0313
H -2.1211 -3.0294 -2.8321
H -2.3642 -0.8209 -1.7528
H -1.7413 0.8637 -0.3280
H -0.9334 2.7407 1.1280
H 0.4011 3.5258 3.0583
H 2.2660 3.5837 3.8998
H 1.9984 3.7929 5.6837
H 3.3861 2.8051 5.0553
H 1.4829 2.2790 6.9523
H 0.1087 1.2126 6.3729
H 0.8039 -0.5865 4.3138
H -0.2258 -1.3183 2.2169
H 1.0441 -1.6790 0.7912
H 1.0318 -3.9733 0.0084
```

Properties
LUMO level	0.086	eV
total charge	0
strongest force on any atom	5.2	eV/Å
highest occupied orbital energy	-0.274	Eh
electronic energy	-4555.609471	Ha



[3]
Computed, not measured: a molecular structure, C45H57BClIN7O3S2Ti in a non-equilibrium geometry, with the ωB97M-V functional and the def2-TZVPD basis.

XYZ file:
```
118
C45H57BClIN7O3S2Ti (the ωB97M-V functional and the def2-TZVPD basis)
Ti 14.1859 12.4239 10.5508
N 12.8429 12.0419 14.0804
C 13.9180 12.8016 13.8701
N 14.6529 12.7557 12.7704
C 15.8098 13.5326 12.9038
C 15.8503 14.3139 14.0574
S 14.5289 13.9462 15.1211
C 16.8071 13.3908 11.8710
C 18.0862 13.9545 11.8187
S 19.0470 13.3148 10.5579
C 17.5934 12.2968 10.0822
N 16.5106 12.5298 10.8062
N 17.7625 11.3227 9.2042
H 12.5471 11.3574 13.3840
H 12.4041 12.0044 14.9972
H 16.5820 15.0749 14.3671
H 18.5326 14.7088 12.4830
H 18.5377 11.3177 8.5565
H 17.1174 10.5173 9.2465
I 15.5830 12.0687 6.9030
C 14.3445 12.7147 8.4994
H 13.3392 12.3893 8.1806
H 14.3387 13.8149 8.3671
C 16.3624 17.1016 10.8974
C 14.9412 17.0065 10.3559
C 14.5072 15.6398 10.4999
N 14.1855 14.5267 10.6525
H 16.6915 18.1537 10.8453
H 17.0388 16.4752 10.2871
H 16.4114 16.7529 11.9512
H 14.8975 17.3069 9.2880
H 14.2583 17.6771 10.9266
C 17.5022 11.6875 15.3900
C 18.2665 11.0819 14.2102
C 19.6572 11.1473 14.1565
C 20.3348 10.5525 13.0914
Cl 22.0518 10.6124 13.1040
C 19.6772 9.9020 12.0482
C 18.3044 9.7812 12.1105
C 17.5854 10.3753 13.1558
O 16.2166 10.2874 13.2487
C 15.4895 9.2906 12.4881
C 15.2218 9.7267 11.0027
O 15.9849 9.3175 10.0899
O 14.2290 10.4988 10.8705
H 17.9334 11.3089 16.3501
H 16.4233 11.4353 15.3474
H 17.5814 12.8009 15.4078
H 20.2381 11.6391 14.9358
H 20.2441 9.4625 11.2259
H 17.7887 9.1969 11.3429
H 16.0219 8.3253 12.5611
H 14.5266 9.1984 13.0063
C 12.0753 15.1839 12.9200
C 10.9285 15.8029 12.0957
C 9.5806 15.1363 12.4246
C 11.2367 15.9811 10.6061
C 11.4838 17.2873 10.1251
C 11.6350 17.5109 8.7640
C 11.5516 16.4733 7.8578
C 11.3328 15.1525 8.2912
C 11.1043 14.0709 7.2215
C 12.0946 14.1810 6.0482
C 9.6596 14.1747 6.6676
C 11.2131 14.9109 9.6880
N 10.9538 13.5371 10.0999
B 11.8672 12.4308 10.4619
N 10.8896 11.2979 10.5616
C 9.6557 11.7105 10.0773
C 9.6728 13.0435 9.8973
C 11.1216 9.9084 10.8437
C 10.5571 9.2488 11.9710
C 10.8340 7.8696 12.1544
C 11.6324 7.1701 11.2722
C 12.0904 7.7808 10.1154
C 11.8266 9.1278 9.8578
C 12.1196 9.6814 8.4660
C 13.3903 9.1317 7.7975
C 10.9268 9.3952 7.5321
C 9.4616 9.8750 12.8678
C 8.0168 9.7176 12.2824
C 9.7355 11.2475 13.5191
H 11.7742 15.1133 13.9768
H 12.9934 15.8088 12.8456
H 12.3204 14.1672 12.5818
H 10.8040 16.8240 12.5019
H 9.6216 14.0339 12.3092
H 8.7933 15.5139 11.7450
H 9.2885 15.3578 13.4708
H 11.5724 18.1085 10.8486
H 11.8508 18.5188 8.4016
H 11.6033 16.6607 6.7858
H 11.2112 13.0896 7.7109
H 11.7777 14.9946 5.3597
H 12.1464 13.2302 5.4855
H 13.1227 14.4118 6.4057
H 9.4976 15.1613 6.1720
H 8.9001 14.0496 7.4678
H 9.4876 13.3955 5.9102
H 8.8175 11.0256 9.9675
H 8.8506 13.7081 9.6135
H 10.3726 7.3738 13.0092
H 11.9065 6.1355 11.4943
H 12.6691 7.1946 9.3900
H 12.1920 10.7900 8.5344
H 13.2151 8.0561 7.5709
H 14.2917 9.2105 8.4491
H 13.5711 9.6596 6.8413
H 10.7560 8.2895 7.4252
H 11.0822 9.8178 6.5217
H 9.9835 9.8261 7.9376
H 9.4133 9.1852 13.7344
H 7.7056 10.5758 11.6475
H 7.3221 9.6446 13.1404
H 7.9655 8.7811 11.6761
H 10.1266 12.0002 12.8055
H 10.4500 11.1215 14.3554
H 8.7918 11.6293 13.9568
```

Properties
LUMO level (spin up / spin down)	2.063 / 2.049	eV
total charge	-1
strongest force on any atom	2.7	eV/Å
highest occupied orbital energy (spin up / spin down)	-0.067 / -0.145	Eh
electronic energy	-4786.681715	Ha
spin multiplicity	3
relative energy (zero: lowest compared OMol25 entry of this formula, charge and spin)	0.0	kcal per mole